Record 1
14
Properties=species:S:1:pos:R:3 method="wB97M-V/def2-TZVPD" charge=0 de_lowest_ev=8.9872 max_force_ev_per_a=4.00 smiles="[H]/N=C1/C[C@H]1N(N)O" homo_lumo_gap_ev="6.72 / 7.71"
H 2.79029 -0.45793 -0.62183
N 2.04567 -0.03144 -1.17900
C 0.88117 -0.33246 -0.74927
C -0.35527 -0.32832 -1.55249
C -0.45650 0.59996 -0.41435
N -0.94530 -0.06691 0.79829
N 0.30611 -0.39346 1.43490
O -1.62347 0.92868 1.60070
H -0.23276 0.14018 -2.52331
H -0.96314 -1.23400 -1.58676
H -0.46851 1.67585 -0.53111
H 0.72162 -1.32476 1.45581
H 0.67797 0.41350 1.93473
H -2.37789 0.41109 1.93370

Record 2
14
Properties=species:S:1:pos:R:3 method="wB97M-V/def2-TZVPD" charge=0 de_lowest_ev=4.8658 max_force_ev_per_a=1.75 homo_lumo_gap_ev=8.28
C -1.07420 -1.16172 0.15923
C 0.31278 -1.21487 0.24790
C -1.71194 0.04227 0.36282
N 0.23684 1.04977 0.39214
N 0.94075 -0.04469 0.22672
N 2.28886 -0.05487 -0.19607
O -2.89251 0.23185 -0.31142
H -1.59864 -1.96263 -0.33899
H 0.91426 -2.09980 0.16094
H -1.57624 0.65154 1.23531
H 0.63229 1.81092 -0.17413
H 2.35998 -0.01013 -1.21189
H 2.78043 0.73752 0.20821
H -3.37175 0.98549 0.04512

Record 3
14
Properties=species:S:1:pos:R:3 method="wB97M-V/def2-TZVPD" charge=0 de_lowest_ev=0.5509 max_force_ev_per_a=0.55 smiles="C/N=C(/N)C(N)=O" homo_lumo_gap_ev=9.92
C 1.56586 1.12144 -0.42162
N 1.28039 -0.28796 -0.35011
C 0.17921 -0.80998 0.01895
N 0.06968 -2.17277 0.16423
C -1.20424 -0.21016 0.38403
N -1.58415 1.01714 -0.04600
O -1.96621 -0.88454 1.06173
H 2.47575 1.31714 0.16506
H 0.76756 1.77032 -0.03862
H 1.81156 1.39676 -1.45776
H -0.71991 -2.45084 0.73078
H 0.93775 -2.65926 0.32073
H -1.08042 1.57155 -0.71416
H -2.53285 1.28115 0.18276

Record 4
14
Properties=species:S:1:pos:R:3 method="wB97M-V/def2-TZVPD" charge=0 de_lowest_ev=6.8038 max_force_ev_per_a=2.17 homo_lumo_gap_ev="8.17 / 8.17"
C 0.86090 0.34883 0.37839
C 0.74602 -0.91367 0.97504
N -1.40602 -0.93985 0.49977
C -1.05816 0.46409 -0.09534
N 1.63194 0.51029 -0.81162
O -1.71137 0.39696 1.08410
N -1.32823 1.10407 -1.15537
H -2.34254 -1.32958 0.31170
H 0.98678 1.18678 1.05671
H 1.48276 1.42264 -1.22598
H 1.40403 -0.19309 -1.50499
H -0.83212 0.77465 -1.97648
H 0.97163 -1.81839 0.42653
H 0.59440 -1.01373 2.03754

Record 5
14
Properties=species:S:1:pos:R:3 method="wB97M-V/def2-TZVPD" charge=0 de_lowest_ev=2.5795 spin_multiplicity=3 max_force_ev_per_a=3.14 homo_lumo_gap_ev="5.62 / 8.08"
C -0.77904 0.71509 -2.18305
C -1.34471 0.23605 -0.95836
C 1.58016 -0.95980 2.23568
N -1.46532 0.63157 -3.24783
N -0.67951 0.24422 0.20069
N -0.53701 0.01263 2.07133
O 0.71150 0.20491 2.26245
H 0.23634 1.13679 -2.12016
H -2.35477 -0.14113 -0.96401
H 1.07706 -1.78907 1.73764
H 1.82096 -1.22909 3.26405
H 2.48478 -0.67459 1.70243
H -1.01514 0.99382 -4.08609
H 0.26471 0.61860 0.08522

Record 6
15
Properties=species:S:1:pos:R:3 method="wB97M-V/def2-TZVPD" charge=0 de_lowest_ev=4.6342 max_force_ev_per_a=5.59 smiles="N/C=N/CC(=O)NO" homo_lumo_gap_ev=9.93
N 2.95952 0.68418 0.04340
C 1.90126 -0.20729 -0.20249
N 0.72877 -0.23327 0.41139
C -0.35258 -1.20025 0.27737
C -1.61360 -0.49923 0.01955
O -2.68051 -1.07123 -0.23127
N -1.52775 0.80739 -0.07827
O -2.68120 1.60073 0.09195
H 2.42711 1.53020 0.49424
H 3.27479 1.17279 -1.05434
H 2.26364 -1.07555 -0.83936
H -0.34321 -1.68407 1.26383
H -0.10240 -2.06987 -0.46783
H -0.74635 1.18818 0.38083
H -3.50749 1.05730 -0.10899